Below is a molecular structure, H26Hg2O17P in a non-equilibrium geometry, with properties calculated with ωB97M-V with the def2-TZVPD basis set.

Atoms and positions in Å:
Hg -0.161 -0.270 3.355
Hg -2.092 -0.896 0.321
P 0.422 0.211 0.349
O -0.749 0.639 -0.425
O -0.205 -0.921 1.272
O 0.069 -0.952 -0.435
O -0.692 0.368 1.325
O 0.408 -1.253 -2.863
H 0.239 -1.146 -1.847
H -0.198 -0.765 -3.433
O 1.558 -1.897 2.446
H 1.543 -2.837 2.205
H 0.825 -1.574 1.874
O -2.130 2.760 -0.830
H -1.580 2.000 -0.589
H -2.106 2.684 -1.796
O -1.897 2.309 1.870
H -1.316 1.520 1.662
H -2.216 2.403 0.972
O -2.328 -0.043 -2.004
H -2.786 0.794 -2.210
H -1.550 0.224 -1.363
O 3.222 -1.014 -0.263
H 2.716 -1.840 -0.247
H 4.114 -1.277 -0.293
O 2.814 0.810 -2.289
H 2.099 1.457 -2.269
H 2.744 0.341 -1.466
O 0.358 3.154 0.909
H 0.262 3.985 1.315
H -0.536 2.827 0.969
O 1.447 -3.035 -0.344
H 0.944 -2.154 -0.484
H 1.232 -3.495 -1.172
O 0.347 1.863 -2.335
H 0.034 2.725 -2.017
H -0.116 1.230 -1.749
O 0.201 2.093 3.554
H 0.676 2.490 2.820
H 0.691 2.423 4.281
O -1.305 -2.939 1.647
H -0.695 -2.161 1.431
H -0.655 -3.556 1.919
O -1.403 -2.759 -1.118
H -0.691 -2.130 -0.699
H -1.556 -2.397 -1.957

Total charge ... +1

Below is 13 unconnected molecules or ions with the total composition H26O13 in a non-equilibrium geometry, with properties calculated with ωB97M-V with the def2-TZVPD basis set.

Atoms and positions in Å:
O 2.472 -1.158 0.380
H 2.250 -1.726 1.117
H 2.403 -0.270 0.730
O 1.219 0.179 -2.697
H 1.337 -0.454 -3.405
H 1.261 -0.344 -1.897
O 1.306 -2.541 2.322
H 1.175 -3.384 1.889
H 1.838 -2.747 3.091
O -1.921 -1.243 -1.765
H -1.141 -1.792 -1.846
H -2.651 -1.833 -1.957
O 0.214 1.710 2.488
H 0.787 1.288 3.128
H 0.240 1.133 1.725
O 0.470 -2.450 -1.454
H 1.288 -2.260 -0.996
H 0.638 -3.273 -1.913
O 0.529 2.928 -0.340
H 0.351 3.625 0.292
H -0.010 2.194 -0.045
O -0.066 0.116 0.043
H -0.410 -0.439 -0.657
H -0.171 -0.406 0.838
O 2.825 1.797 0.853
H 2.162 1.973 0.185
H 3.461 2.504 0.751
O -2.437 2.409 -0.186
H -2.192 2.764 0.668
H -1.955 1.584 -0.250
O -1.472 1.750 -3.642
H -0.976 1.388 -2.908
H -1.948 2.491 -3.268
O -3.181 -0.532 0.494
H -2.774 -0.728 -0.351
H -2.453 -0.527 1.115
O -0.957 -1.067 2.166
H -0.348 -1.804 2.223
H -1.160 -0.854 3.077

Multiplicity ... 2
Total charge ... -1
<S²> ... 0.750

Below is 13 unconnected molecules or ions with the total composition H26O13 in a non-equilibrium geometry, with properties calculated with ωB97M-V with the def2-TZVPD basis set.

Atoms and positions in Å:
O 2.567 2.231 -1.687
H 2.492 1.284 -1.571
H 3.389 2.351 -2.161
O -0.283 -0.948 -3.194
H 0.228 -0.159 -3.377
H -0.384 -0.953 -2.242
O -1.754 3.017 0.839
H -0.872 2.729 0.603
H -1.687 3.970 0.898
O 2.449 0.504 2.136
H 3.343 0.619 1.814
H 2.288 -0.437 2.066
O -2.897 0.704 1.477
H -2.191 0.395 2.046
H -2.720 1.637 1.360
O -0.733 -0.608 2.776
H -0.901 -1.371 3.329
H 0.201 -0.433 2.887
O -2.723 -1.962 0.106
H -3.049 -2.356 -0.703
H -3.070 -1.070 0.096
O 2.960 -0.348 -1.210
H 2.363 -1.093 -1.137
H 3.827 -0.743 -1.302
O 1.086 2.726 0.868
H 1.787 2.927 0.249
H 1.439 2.020 1.409
O 1.195 -2.701 -0.853
H 1.141 -2.547 0.091
H 0.439 -3.254 -1.050
O -0.310 -0.007 -0.340
H -0.824 -0.367 0.383
H 0.472 0.352 0.078
O -1.055 -3.879 1.096
H -1.709 -4.564 1.236
H -1.557 -3.131 0.773
O -1.851 1.544 -2.784
H -1.543 1.537 -1.878
H -1.553 2.385 -3.133

Below is 13 unconnected molecules or ions with the total composition H26O13 in a non-equilibrium geometry, with properties calculated with ωB97M-V with the def2-TZVPD basis set.

Atoms and positions in Å:
O 0.210 -1.453 -2.876
H -0.243 -0.659 -2.975
H 0.547 -1.448 -1.970
O 2.217 -1.286 1.548
H 1.320 -1.064 1.668
H 2.629 -0.488 1.410
O -1.863 -1.643 1.972
H -2.354 -2.475 1.797
H -1.196 -1.643 1.275
O 2.267 -1.541 -1.137
H 3.141 -1.679 -1.584
H 2.389 -1.281 -0.207
O 1.098 1.141 -1.726
H 1.059 2.080 -1.614
H 2.034 0.899 -1.849
O 2.205 0.788 3.388
H 1.349 0.946 2.999
H 2.371 1.554 3.968
O -0.113 -0.504 0.090
H -0.187 0.277 0.643
H 0.158 -0.090 -0.741
O -1.589 1.117 -2.840
H -1.914 0.232 -3.102
H -2.333 1.730 -2.876
O -0.373 0.952 2.416
H -0.415 1.535 3.169
H -1.230 0.923 2.110
O -0.271 -3.413 -0.343
H 0.679 -3.432 -0.244
H -0.556 -2.610 -0.705
O 0.765 3.197 0.563
H 1.282 3.727 -0.062
H -0.007 3.026 0.019
O -2.340 -1.352 -0.822
H -1.960 -0.476 -0.709
H -3.051 -1.432 -0.209
O -1.654 2.184 -0.080
H -2.370 1.943 0.550
H -1.713 1.720 -0.909

Below is 12 unconnected molecules or ions with the total composition H26O13 in a non-equilibrium geometry, with properties calculated with ωB97M-V with the def2-TZVPD basis set.

Atoms and positions in Å:
H 0.102 -0.637 0.375
H 0.664 0.515 1.192
H 5.026 -0.742 0.851
H 6.446 -0.659 0.314
H -0.897 -1.391 -1.179
H 0.114 -1.401 -2.314
H -0.467 -0.429 3.359
H 0.497 0.489 4.091
H -1.461 -3.027 0.248
H -2.789 -2.790 -0.453
H -1.887 3.548 0.721
H -3.375 3.238 0.738
H -3.564 -3.022 1.192
H -4.356 -4.118 1.887
H -2.677 0.161 -0.663
H -3.239 -0.291 -2.000
H 5.051 0.088 -0.712
H 4.364 1.442 -0.638
H 1.174 3.894 -1.847
H 0.549 2.570 -1.439
H -0.363 2.080 2.199
H -0.482 2.244 0.693
H -3.116 1.600 -1.470
H -1.863 1.950 -2.256
H 3.232 -2.630 -2.296
H 2.090 -2.826 -1.312
O 0.901 -0.112 0.499
O 5.919 -0.478 1.100
O -0.031 -1.737 -1.422
O 0.408 -0.031 3.285
O -1.844 -2.623 -0.539
O -2.599 3.269 1.308
O -3.475 -3.728 1.843
O -2.437 0.050 -1.589
O 4.274 0.528 -0.348
O 0.954 3.364 -1.072
O -0.959 2.404 1.514
O -2.687 1.456 -2.322
O 2.802 -2.217 -1.539

Below is 13 unconnected molecules or ions with the total composition H26O13 in a non-equilibrium geometry, with properties calculated with ωB97M-V with the def2-TZVPD basis set.

Atoms and positions in Å:
H -0.645 -0.738 -0.085
H 0.792 -0.077 0.154
H 0.079 -1.114 3.477
H -0.514 -1.847 2.331
H -2.086 -3.655 0.289
H -3.477 -3.020 0.471
H 3.829 -1.844 2.837
H 2.839 -0.866 3.209
H 3.243 4.264 0.976
H 3.426 3.244 -0.184
H -1.201 0.980 -2.329
H 0.024 1.898 -2.371
H 2.134 -0.254 -1.711
H 2.117 -1.816 -1.500
H -2.381 -0.454 -1.584
H -2.362 -1.924 -1.928
H -4.002 -0.263 -0.129
H -5.467 -0.270 0.083
H 3.883 -2.573 -2.978
H 4.261 -2.238 -1.518
H -3.160 2.883 -0.780
H -2.852 4.167 -0.319
H -1.761 0.647 1.252
H -1.750 1.737 2.195
H 3.662 1.630 0.157
H 2.229 1.392 0.050
O -0.120 0.103 0.212
O 0.288 -1.749 2.718
O -2.806 -3.266 -0.186
O 3.109 -1.410 2.478
O 3.202 3.366 0.753
O -0.854 1.859 -2.070
O 2.082 -1.026 -1.073
O -2.742 -1.330 -1.256
O -4.753 -0.794 -0.406
O 4.576 -2.028 -2.411
O -3.383 3.458 -0.010
O -2.392 1.235 1.737
O 2.936 1.690 -0.553

Taking the records one at a time from the top gives ΔE to the lowest compared entry with this formula, charge and spin values of 24.79, 11.34, 25.11, 66.57, 298.99, 144.76 kcal per mole.
Taking the records one at a time from the top gives E values of -1941.68074, -993.71643, -993.73322, -993.66714, -993.29676, -993.54254 a.u..